# 1
{
  "formula": "C2H2N4",
  "method": "ωB97M-V/def2-TZVPD",
  "orbital_gap_ev": 9.32,
  "molar_mass_g_mol": 82.1,
  "e_above_lowest_ev": 5.819,
  "elements": ["N", "N", "N", "N", "C", "C", "H", "H"],
  "xyz": [[-0.99, 0.77, -0.22], [1.20, 1.03, -0.30], [0.84, -1.24, 0.56], [-0.11, 1.65, -0.10], [1.08, -0.12, 0.09], [-1.64, -0.24, -0.10], [-2.16, -0.75, -0.90], [1.79, -1.10, 0.98]]
}

# 2
{
  "formula": "C2H2N4O2",
  "method": "ωB97M-V/def2-TZVPD",
  "orbital_gap_ev": 9.27,
  "molar_mass_g_mol": 114.1,
  "e_above_lowest_ev": 4.949,
  "elements": ["O", "O", "N", "N", "N", "N", "C", "C", "H", "H"],
  "xyz": [[-0.04, -0.95, 0.33], [2.10, -1.00, -0.07], [-2.19, -0.94, -0.22], [1.09, 1.05, -0.10], [-1.11, 1.13, -0.04], [-0.08, 1.75, 0.14], [0.96, -0.26, -0.01], [-1.16, -0.25, -0.03], [2.65, -0.22, -0.53], [-1.94, -2.04, 0.20]]
}

# 3
{
  "formula": "C2H2N4O2",
  "method": "ωB97M-V/def2-TZVPD",
  "orbital_gap_ev": 9.52,
  "molar_mass_g_mol": 114.1,
  "e_above_lowest_ev": 6.394,
  "elements": ["O", "O", "N", "N", "N", "N", "C", "C", "H", "H"],
  "xyz": [[-2.03, 1.15, 2.02], [0.92, 0.65, -0.37], [0.17, -1.19, -1.10], [-1.19, -0.14, 0.46], [1.35, -1.06, -1.47], [1.84, 0.07, -1.04], [-0.06, -0.23, -0.17], [-1.00, 0.75, 1.54], [0.15, -2.42, -1.03], [-0.16, 1.25, 1.68]]
}

# 4
{
  "formula": "C2H2N4OS",
  "method": "ωB97M-V/def2-TZVPD",
  "orbital_gap_ev": 8.08,
  "molar_mass_g_mol": 130.1,
  "e_above_lowest_ev": 2.336,
  "elements": ["S", "O", "N", "N", "N", "N", "C", "C", "H", "H"],
  "xyz": [[1.66, 2.28, 0.70], [-0.86, -1.61, -2.27], [-0.24, -1.05, 0.98], [-0.55, -1.86, 0.11], [-0.40, 0.32, -0.82], [-0.15, 0.34, 0.47], [0.61, 1.11, 1.21], [-0.73, -1.14, -1.17], [-0.01, 1.02, -1.58], [0.66, 0.58, 2.37]]
}

# 5
{
  "formula": "C2H2N5",
  "method": "ωB97M-V/def2-TZVPD",
  "orbital_gap_ev": 6.32,
  "molar_mass_g_mol": 96.1,
  "charge": 1,
  "e_above_lowest_ev": 4.655,
  "elements": ["N", "N", "N", "N", "N", "C", "C", "H", "H"],
  "xyz": [[-1.40, 0.57, -1.56], [-2.02, 1.37, 0.48], [-1.67, 1.03, -0.57], [1.45, 0.10, 0.57], [1.34, 1.12, 0.95], [1.50, -1.10, 0.15], [1.52, -2.31, -0.08], [-2.22, 2.44, 0.72], [1.50, -3.22, -0.66]]
}

# 6
{
  "formula": "C2H2N6",
  "method": "ωB97M-V/def2-TZVPD",
  "orbital_gap_ev": 7.90,
  "molar_mass_g_mol": 110.1,
  "e_above_lowest_ev": 3.989,
  "elements": ["N", "N", "N", "N", "N", "N", "C", "C", "H", "H"],
  "xyz": [[-1.03, 1.24, 0.54], [1.11, 1.09, -0.76], [0.10, 1.68, -0.52], [1.56, -0.56, 1.01], [0.09, -0.94, -0.83], [-1.80, 0.24, 0.51], [-1.23, -0.93, -0.37], [1.12, -0.25, -0.18], [-1.88, -1.78, -0.90], [1.96, 0.22, 1.48]]
}

# 7
{
  "formula": "C2H2N6",
  "method": "ωB97M-V/def2-TZVPD",
  "orbital_gap_ev": 9.48,
  "molar_mass_g_mol": 110.1,
  "e_above_lowest_ev": 2.208,
  "elements": ["N", "N", "N", "N", "N", "N", "C", "C", "H", "H"],
  "xyz": [[-1.13, -0.08, 0.94], [-0.11, -0.31, -1.45], [1.08, -0.05, -1.75], [1.72, 0.46, -0.72], [-0.39, 0.37, 2.12], [0.83, 0.64, 1.78], [-0.39, 0.00, -0.13], [0.86, 0.56, 0.37], [-0.50, -0.62, -2.42], [-1.96, -0.96, 1.26]]
}

# 8
{
  "formula": "C2H2NO",
  "method": "ωB97M-V/def2-TZVPD",
  "orbital_gap_ev": 6.35,
  "molar_mass_g_mol": 56.0,
  "charge": -1,
  "e_above_lowest_ev": 3.808,
  "elements": ["O", "N", "C", "C", "H", "H"],
  "xyz": [[1.80, 0.21, -0.59], [0.97, -0.13, 0.36], [-0.28, 0.54, 0.25], [-0.53, -0.70, -0.06], [-0.73, 1.48, 0.31], [-1.23, -1.40, -0.27]]
}

# 9
{
  "formula": "C2H2NO2S",
  "method": "ωB97M-V/def2-TZVPD",
  "orbital_gap_ev": 7.30,
  "molar_mass_g_mol": 104.1,
  "charge": -1,
  "e_above_lowest_ev": 5.354,
  "elements": ["S", "O", "O", "N", "C", "C", "H", "H"],
  "xyz": [[-1.45, -0.13, 0.23], [-1.75, -1.59, -0.05], [-0.77, 0.63, -1.04], [0.89, 1.30, 0.68], [0.40, 0.00, 1.04], [0.63, 0.74, -0.49], [0.77, -1.07, 0.91], [1.28, 0.11, -1.30]]
}

# 10
{
  "formula": "C2H2NO2S",
  "method": "ωB97M-V/def2-TZVPD",
  "orbital_gap_ev": [7.82, 4.08],
  "molar_mass_g_mol": 104.1,
  "charge": -1,
  "e_above_lowest_ev": 5.674,
  "elements": ["S", "O", "O", "N", "C", "C", "H", "H"],
  "xyz": [[3.41, 0.18, -0.47], [3.32, -1.09, 0.24], [4.52, 1.03, -0.11], [-0.85, -0.51, -1.25], [-1.50, -0.40, -0.13], [-0.44, 0.50, -0.18], [0.50, 0.39, 0.20], [-2.33, -0.83, 0.37]]
}

# 11
{
  "formula": "C2H2NO3",
  "method": "ωB97M-V/def2-TZVPD",
  "orbital_gap_ev": 8.89,
  "molar_mass_g_mol": 88.0,
  "charge": -1,
  "e_above_lowest_ev": 3.532,
  "elements": ["O", "O", "O", "N", "C", "C", "H", "H"],
  "xyz": [[-0.70, -1.30, -1.16], [1.54, 0.50, 0.66], [-0.43, -0.33, 1.45], [-0.55, 1.05, -0.45], [-0.10, -0.14, -1.04], [0.31, 0.23, 0.56], [0.81, 0.08, -1.63], [-1.41, 1.11, 0.03]]
}

# 12
{
  "formula": "C2H2NO3",
  "method": "ωB97M-V/def2-TZVPD",
  "orbital_gap_ev": 5.16,
  "molar_mass_g_mol": 88.0,
  "charge": -1,
  "e_above_lowest_ev": 3.608,
  "elements": ["O", "O", "O", "N", "C", "C", "H", "H"],
  "xyz": [[-2.75, 0.20, -1.10], [-2.38, 0.98, 1.04], [0.87, -1.95, 0.43], [1.75, -1.19, -0.16], [-2.52, 0.58, -0.03], [1.68, 0.08, -0.07], [2.44, 0.66, -0.59], [0.92, 0.65, 0.49]]
}